Record 1
C19H20Cl3N3O4 | ωB97M-V/def2-TZVPD

The energy comes out at -70255.320 eV. Its SMILES is COCCNC(=O)COC(=O)/C=C/c1c(C)nn(Cc2ccc(Cl)cc2Cl)c1Cl. Its HOMO-LUMO gap is 8.93 eV. The spin multiplicity is 1.

```
49
Properties=species:S:1:pos:R:3:forces:R:3:lowdin_charge:R:1
Cl 2.7026 1.9460 0.2061 0.05 -0.07 0.04 0.8025
Cl -0.7162 7.1190 1.6988 -0.12 0.13 0.16 0.6935
Cl 3.8758 5.5849 -0.5767 0.24 0.06 0.04 0.7216
O -0.1410 -5.1431 3.5861 0.05 -0.37 0.14 0.0744
O -3.7652 -2.9147 1.4780 -0.11 0.10 0.03 -0.1815
O 0.0266 -4.2183 -0.2312 0.16 0.19 0.05 0.1094
O 1.2542 -2.9182 1.1353 0.03 0.33 -0.08 -0.0258
N 1.6941 2.3390 -2.2268 0.17 -0.53 0.57 -0.1595
N 0.9768 1.7747 -3.2007 -0.35 0.08 -0.80 0.1353
N -0.8617 -3.1567 2.7815 -0.11 0.47 -0.19 0.0791
C 0.5784 -3.1649 -0.0135 -0.11 -0.43 0.07 -0.5046
C -2.1811 -3.2289 3.3645 -0.36 -0.31 -0.15 -0.1339
C -0.1165 -0.3375 -3.6999 0.03 0.05 0.00 -0.0278
C 0.5697 -2.0298 -0.9342 0.14 0.38 -0.04 0.0165
C 1.8511 1.4924 -1.1950 -0.26 -0.33 -0.28 -0.6036
C 1.1724 -0.8598 -0.6726 -0.12 -0.44 0.14 -0.0097
C -2.9315 -2.6023 0.3888 -0.01 -0.02 -0.08 -0.1090
C 0.0785 4.5191 -1.2023 0.13 0.10 0.06 -0.0191
C 2.1591 3.6968 -2.3262 0.17 0.41 -0.04 -0.1143
C 0.0189 -4.1692 2.8855 0.37 0.41 -0.37 -0.4784
C 1.3049 -3.9826 2.0701 0.02 -0.66 0.21 -0.0628
C 2.1559 5.4488 -0.4837 -0.41 -0.04 -0.09 -0.6140
C 1.2100 0.2948 -1.5179 0.21 0.73 -0.14 -0.1625
C 1.4908 6.2338 0.4457 -0.10 0.02 0.04 -0.1248
C 0.1116 6.1470 0.5426 0.25 -0.20 -0.25 -0.6715
C -3.2323 -3.8249 2.4097 0.14 0.01 0.37 -0.2008
C -0.6032 5.2899 -0.2813 0.01 0.05 0.05 -0.0897
C 0.6751 0.5518 -2.8146 0.25 0.15 0.42 -0.2785
C 1.4628 4.5799 -1.3214 0.11 0.12 0.06 -0.2518
H 2.1276 -3.7532 2.7508 -0.13 -0.02 -0.07 0.1424
H -1.6765 5.2311 -0.2013 -0.11 0.01 0.03 0.1080
H 0.4499 -1.2343 -3.9445 -0.03 -0.11 -0.05 0.0854
H -2.4924 -2.2293 3.6751 -0.02 -0.08 0.04 0.1287
H 1.9330 4.0225 -3.3449 0.10 -0.10 0.11 0.1421
H -2.7942 -4.6930 1.8979 -0.05 0.03 0.05 0.1315
H 0.0328 -2.2156 -1.8491 -0.05 -0.02 -0.09 0.1038
H 2.0431 6.9016 1.0870 0.04 0.05 0.05 0.1057
H -0.4685 3.8500 -1.8499 -0.08 -0.10 -0.06 0.1212
H -2.1891 -1.8345 0.6458 0.00 -0.01 -0.05 0.0781
H -4.0911 -4.1542 2.9993 0.09 -0.05 0.00 0.1246
H -0.3469 0.1988 -4.6162 -0.04 -0.02 -0.06 0.0804
H 1.5073 -4.9302 1.5597 -0.05 0.17 0.16 0.1403
H -1.0452 -0.6339 -3.2153 -0.08 -0.08 -0.02 0.0827
H 3.2408 3.7258 -2.1692 -0.19 -0.04 -0.12 0.0878
H 1.6972 -0.7474 0.2679 0.01 -0.09 0.09 0.1089
H -0.6566 -2.3958 2.1532 0.08 -0.15 0.10 0.1248
H -3.5803 -2.2064 -0.3920 0.09 0.04 -0.03 0.0908
H -2.4097 -3.4885 0.0133 0.01 0.03 0.00 0.0822
H -2.1017 -3.8803 4.2378 -0.07 0.13 -0.02 0.1223
```
Forces are in eV/Å.



Record 2
C16H19ClFN3O3 | ωB97M-V/def2-TZVPD

The energy comes out at -42750.117 eV. Its SMILES is O[C@H](CO/N=C(\Cl)c1nc2ccccc2o1)CN1CCC[C@@H](F)C1. Its HOMO-LUMO gap is 8.16 eV. The spin multiplicity is 1.

```
43
Properties=species:S:1:pos:R:3:forces:R:3:lowdin_charge:R:1
Cl 1.5763 -1.6033 -0.4779 -0.23 -0.17 1.03 0.7567
F -2.1942 -1.2164 -4.3416 0.12 -1.29 -0.81 0.0070
O 2.1773 2.8976 -2.2212 0.37 0.32 0.39 -0.0129
O 2.0183 -1.2249 3.5746 0.82 1.34 -1.81 0.1392
O 2.5111 0.9620 -0.0407 -0.06 -1.27 -0.04 -0.1722
N 0.7068 -2.6233 2.3340 2.24 1.71 0.51 0.2115
N 2.4062 0.2853 1.1911 -1.32 -0.78 -0.31 0.0792
N -0.3753 1.7552 -3.1650 1.27 -0.10 -0.46 -0.1449
C 1.4723 -2.0958 4.4301 -0.45 -0.68 1.33 -0.2117
C -0.6025 0.5519 -4.0072 -0.97 -0.26 0.82 -0.1003
C -2.7175 1.8860 -2.4316 -0.21 -0.59 -0.06 -0.1842
C 1.1386 2.5848 -1.3102 0.90 -2.13 -0.93 -0.3280
C 1.5476 -1.5961 2.3224 -1.65 -2.28 0.77 -0.2870
C 0.3339 1.4229 -1.9000 -0.91 0.00 -0.55 -0.1579
C 1.8727 -0.8942 1.0924 1.61 2.45 -0.85 -0.5755
C 0.7249 -2.9567 3.6832 -1.72 -1.42 0.08 -0.2483
C -1.5609 2.6355 -3.0754 0.00 -1.32 0.40 -0.1680
C 0.0936 -4.1096 5.7302 0.66 1.24 -2.10 -0.0529
C 1.7391 2.1489 0.0373 0.16 1.48 0.28 -0.1455
C 0.8375 -3.1776 6.4784 -0.15 -0.58 -0.92 -0.0875
C -1.8108 -0.2681 -3.4550 -0.13 2.00 0.71 -0.3497
C 0.0198 -3.9768 4.3123 0.07 -0.24 2.32 0.0165
C 1.5226 -2.1845 5.8399 0.94 1.34 -1.32 0.0025
C -3.0560 0.6024 -3.2097 0.58 0.97 -0.56 -0.1270
H 0.9398 -3.2533 7.5376 -0.16 -0.12 0.54 0.0994
H -2.4528 1.6020 -1.4165 0.02 0.16 0.30 0.1001
H -3.8269 0.0113 -2.7318 -0.11 -0.14 0.22 0.1117
H 0.2880 -0.1109 -4.1168 -0.46 0.72 0.38 0.1349
H 2.4069 2.9219 0.4340 -0.21 0.21 -0.15 0.1318
H 0.9326 2.0265 0.7554 -0.20 -0.11 0.02 0.1234
H 1.0093 0.5909 -2.1332 -0.09 0.31 0.18 0.0965
H -0.5867 -4.6414 3.7490 -0.36 -0.50 -0.44 0.1008
H -1.3729 3.5082 -2.4571 0.44 0.20 -0.18 0.1104
H -0.8979 0.8411 -5.0066 0.03 0.37 -0.39 0.1157
H 0.4865 3.4222 -1.2123 -0.47 0.88 0.67 0.1275
H 1.8099 2.8349 -3.1082 -0.20 -0.04 -0.15 0.0856
H 2.1146 -1.4548 6.3678 0.07 0.04 0.23 0.1153
H -0.3822 1.0782 -1.1524 -0.04 -0.21 0.35 0.1125
H -1.5562 -0.7054 -2.4957 0.28 -0.55 0.13 0.1383
H -3.5727 2.5524 -2.3793 -0.31 -0.02 0.09 0.1090
H -3.4596 0.9247 -4.1788 0.10 -0.25 -0.07 0.1201
H -0.3853 -4.9044 6.2303 -0.62 -0.76 0.33 0.0835
H -1.8759 2.9504 -4.0757 0.35 0.06 0.01 0.1245
```
Forces are in eV/Å.



Record 3
H80O40 | ωB97M-V/def2-TZVPD

As for the total charge: -1. The energy comes out at -83197.203 eV. Its HOMO-LUMO gap (spin up / spin down) is 1.77 / 8.46 eV. The spin multiplicity is 2.

```
120
Properties=species:S:1:pos:R:3:forces:R:3:mulliken_spin:R:1
O 1.7148 -1.2849 -5.1823 -0.15 -0.21 0.03 -0.0379
O -1.5699 -1.2714 5.2104 -1.62 -0.80 0.37 -0.0011
O -1.3944 4.6842 -3.4291 -1.37 -0.50 0.98 -0.0380
O -3.1188 -4.3163 -3.7705 -0.55 -1.36 0.29 -0.0244
O -0.6166 -1.4351 2.5385 -0.29 -0.27 0.21 0.0863
O -5.0828 1.7819 -1.3948 -0.07 -0.49 -0.44 -0.0643
O 0.2932 3.5398 0.7294 -1.14 0.95 0.13 0.1739
O -1.5226 -2.9664 -2.3236 -0.33 0.42 -0.97 -0.0071
O -3.1683 0.3921 2.0371 -0.84 0.00 0.58 -0.0133
O 2.3684 1.8919 -4.5275 0.24 -0.24 0.18 -0.1189
O 4.4919 0.1432 5.0877 0.18 -0.45 -0.15 0.0019
O 3.1882 3.0891 3.2868 -0.35 -0.29 0.48 0.0141
O 3.3197 -3.0731 -2.9573 -1.16 -0.84 -0.67 -0.0086
O 3.7110 -0.9709 1.9167 -1.18 0.32 0.74 0.0105
O 1.1740 0.0521 1.0602 -1.36 1.89 0.03 0.3315
O 0.2382 1.4114 -2.5320 0.84 -1.16 0.02 0.0219
O -0.4536 5.8134 -0.0457 1.65 2.96 1.01 -0.1369
O 1.4135 -1.2927 -1.8687 -0.65 0.28 0.52 0.2250
O 1.8283 4.9529 -2.1928 -0.16 0.01 0.14 -0.1642
O 2.2425 5.0760 1.9033 0.17 0.86 -0.02 -0.0638
O -1.1518 1.5331 0.7362 -0.53 -0.20 -0.17 0.2599
O 1.0480 -3.6993 -0.2182 0.88 0.13 0.43 0.0753
O -1.8961 1.0681 -6.0636 -0.30 0.37 -0.51 0.0020
O 0.6056 -4.4295 -2.8248 0.59 -0.56 -0.47 -0.0186
O -6.5586 -0.1304 -0.2803 -1.00 -0.42 -0.64 -0.0084
O 4.3196 2.1240 -1.8053 0.38 0.54 -0.23 0.0080
O -3.4867 5.3993 2.0041 0.10 -0.08 0.10 0.0083
O 3.8959 2.5305 0.7655 -0.05 0.26 -0.23 -0.0577
O 4.3717 -3.2077 0.8544 0.21 -2.20 0.55 -0.0084
O -1.6114 -3.9394 2.7735 -2.09 -0.63 -1.35 0.0090
O 3.8911 -0.6255 -2.7402 0.57 0.56 0.74 -0.0112
O 1.2846 -0.1374 3.9279 -0.54 0.35 -0.42 0.0110
O -2.0603 -5.5151 0.1960 -0.40 0.59 -0.37 -0.0116
O 0.4528 -6.0046 1.2425 0.70 0.22 -1.46 -0.0256
O -5.8402 1.6238 1.9287 -1.61 1.12 -0.82 0.0025
O -1.8170 0.4040 -1.4506 -0.52 0.15 -1.91 -0.0241
O -1.0840 3.3215 4.4064 -0.11 0.04 0.01 0.0130
O -3.8024 -1.2259 -0.5889 -0.49 -0.26 0.98 -0.0718
O 1.4902 -3.1420 3.9510 -0.71 -2.46 1.25 0.0006
O -0.8962 -1.7988 -0.0907 0.26 -0.14 0.97 0.0846
H 1.5347 -4.4990 -2.5491 -0.16 0.49 -0.18 0.0069
H 0.1057 -3.6838 -0.4233 -0.09 -0.07 0.25 0.0092
H -0.8161 -1.6774 4.7852 0.59 0.83 0.16 -0.0006
H 1.4686 -1.7028 -2.7381 0.05 -0.01 0.21 -0.0285
H -0.0270 -6.7514 1.5960 0.14 0.39 1.01 0.0039
H -1.0931 0.5858 -2.1094 -0.42 -0.74 0.53 0.0628
H -4.9164 1.7304 1.6916 0.36 -0.98 0.74 0.0105
H 1.8038 0.0310 1.7828 0.46 -1.36 -0.34 -0.0453
H 4.0919 -0.5749 5.5898 -0.11 0.18 0.12 -0.0004
H 1.3349 -4.5654 0.0915 -0.61 -0.03 -0.35 -0.0123
H 2.5397 5.2690 1.0078 -0.21 0.21 0.01 0.0091
H 4.2363 0.2735 -2.6409 -0.05 0.23 -0.05 0.0178
H 4.3180 -0.1330 4.1770 -0.19 0.24 -0.02 0.0016
H -1.9209 -4.0428 1.8398 1.37 0.12 -0.16 0.0014
H -5.1062 2.6940 -1.0972 -0.22 0.01 0.04 0.0126
H 0.4884 2.8047 1.3103 0.69 -0.46 -0.71 -0.0062
H 1.0214 5.4698 -2.0496 0.04 0.19 -0.09 0.0225
H -3.4875 -2.0439 -1.0020 -0.02 0.60 -0.44 0.0145
H -2.5400 0.7845 -1.9788 -0.36 -0.04 0.36 -0.0047
H -5.9741 1.3688 -1.3122 0.77 0.48 0.35 0.0309
H -1.4265 1.3110 -5.2612 0.08 -0.25 0.13 0.0336
H 4.8696 -3.9628 1.2241 0.73 0.68 -0.28 -0.0009
H -0.1053 5.0224 -0.4258 -1.78 -0.88 -0.42 -0.0086
H 1.3790 5.4990 2.0007 -0.06 -0.18 -0.31 -0.0016
H 0.6527 -5.2372 1.7945 -0.62 -0.63 0.98 0.0049
H -3.6163 -4.3026 -2.9396 -0.26 0.49 -0.18 0.0025
H 1.3928 -2.0754 -4.7289 0.09 -0.01 -0.09 -0.0051
H 1.1788 -0.5066 0.2869 1.29 -0.60 0.33 -0.0427
H 1.2220 -0.3570 -2.0397 0.03 0.08 -0.32 -0.0127
H 2.0860 1.5973 -3.6529 0.02 0.17 0.26 0.0255
H -5.6856 -0.5204 -0.1854 0.13 -0.08 0.51 -0.0004
H 0.4951 -0.4682 3.4371 0.55 -0.05 0.36 -0.0050
H -6.0844 1.0059 2.6126 1.17 -0.22 0.29 -0.0014
H 3.8977 -0.0660 1.6590 0.89 -0.19 -0.08 -0.0016
H -1.1190 -5.3494 0.3701 -0.14 -0.56 0.14 0.0076
H 3.8935 2.7843 2.7014 -0.33 0.37 0.16 0.0083
H 2.8240 1.0932 -4.8245 -0.10 0.02 -0.32 0.0344
H 4.4408 2.8163 -2.4664 -0.16 -0.13 -0.15 0.0050
H -2.5957 -0.0128 2.7022 0.12 -0.12 -0.33 0.0064
H -0.5840 -2.9953 -2.5887 -0.43 0.00 0.17 0.0056
H 3.8988 3.4165 0.3755 -0.05 0.16 0.52 0.0037
H -1.3568 6.0954 0.0402 -0.48 -1.07 -0.92 0.0301
H 3.4202 -2.0937 -2.9914 0.86 -1.04 -0.05 -0.0021
H 4.4026 2.5842 -0.9463 -0.11 -1.05 -0.65 0.0254
H -0.3908 -1.3054 1.5976 -0.04 -0.27 0.02 -0.0084
H 3.5293 -3.6842 0.9218 -0.68 1.09 -0.40 0.0023
H -4.0318 -0.5307 -1.2166 0.41 -0.36 -0.45 0.0235
H -1.4604 -0.3776 5.5297 0.93 0.03 -0.31 -0.0001
H -0.1534 1.7194 -1.6911 0.54 1.33 -0.27 0.0875
H 0.7986 -2.7208 3.4430 0.84 1.16 -0.70 -0.0002
H -2.6037 5.5439 1.6501 0.10 0.01 -0.02 -0.0002
H -1.2112 4.0048 -2.7454 0.65 0.08 -0.26 0.1433
H -1.1723 -2.2390 2.5712 0.18 0.39 0.02 -0.0109
H 0.1233 -4.9123 -2.1488 -0.14 0.01 -0.03 0.0080
H -3.0511 -0.0713 1.2025 0.07 -0.30 0.11 0.0081
H -0.9483 0.6756 1.1213 0.29 0.08 0.14 0.0039
H 2.4074 -2.8994 3.9637 -0.18 1.25 -0.83 -0.0001
H -2.3651 4.7204 -3.2183 0.78 0.44 -0.72 -0.0336
H -1.6322 -1.2437 -0.3900 0.33 0.00 -0.52 0.0191
H -2.6112 -5.1259 -3.5730 0.19 0.46 -0.60 0.0032
H 4.4429 -1.5853 1.9689 0.42 0.44 -0.58 0.0056
H 1.9081 -1.6117 -6.0673 0.05 0.10 -0.03 0.0125
H -2.0252 -3.0516 -3.1715 0.72 -0.10 0.91 0.0072
H 1.6420 4.5148 -3.0367 0.09 -0.13 0.04 0.0580
H -1.8080 1.2867 0.0496 0.66 0.49 0.49 0.0132
H -2.5402 -4.0782 3.0426 0.50 0.22 1.39 0.0013
H -1.9211 3.4387 4.8680 0.06 0.00 -0.03 -0.0040
H -6.8170 0.2798 0.5499 0.57 0.17 0.14 -0.0024
H 1.1933 0.8197 3.8303 0.27 0.11 0.35 0.0018
H -3.4214 4.5072 2.3625 -0.18 -0.05 -0.07 0.0038
H 0.2669 2.0247 -3.2826 -0.50 0.60 0.48 0.0367
H 3.7808 -0.9112 -1.8161 -0.12 0.34 -0.18 -0.0117
H 2.6814 3.7871 2.8105 0.78 -0.54 0.25 0.0048
H -0.1436 -1.6717 -0.6910 -0.35 0.13 -0.36 0.0125
H 2.9475 2.3762 0.9038 0.00 -0.20 -0.05 0.0100
H -1.2913 3.4883 3.4795 0.10 -0.12 -0.07 0.0110
H 0.9292 3.8747 0.0980 1.15 -1.10 0.45 -0.0356
H -2.3241 -6.2958 0.6872 0.23 -0.07 0.10 0.0001
H 4.0130 -3.5712 -2.5262 0.35 0.75 0.12 0.0018
H -1.9720 0.1140 -6.1149 0.21 -0.10 0.35 -0.0121
```
Forces are in eV/Å.



Record 4
C4H6IO4 | ωB97M-V/def2-TZVPD

As for the total charge: -1. The energy comes out at -20533.684 eV. Its HOMO-LUMO gap (spin up / spin down) is 4.25 / 6.90 eV. The spin multiplicity is 3.

```
15
Properties=species:S:1:pos:R:3:forces:R:3:mulliken_spin:R:1
I 2.1317 1.5873 0.4381 0.28 -0.03 0.32 0.5412
O 1.6283 -2.3036 1.8856 0.73 0.60 -0.86 -0.0519
O 2.5944 -2.3498 -0.2210 1.12 -0.10 -0.17 -0.0370
O -0.5538 -0.0320 -0.7948 -0.06 -0.79 1.58 0.1093
O 1.1273 -0.7387 -1.8128 1.11 -0.92 -0.77 0.0993
C -1.3713 0.2447 0.3439 0.40 0.44 -0.56 0.0284
C -1.7507 1.7317 0.1109 1.03 1.34 2.46 0.0267
C 0.7315 -0.5482 -0.5258 -1.91 1.57 -1.07 1.1904
C 2.0916 -2.1833 0.8117 -1.49 -0.92 1.14 0.1284
H 1.8976 -1.3068 -1.8049 0.33 0.04 -0.01 -0.0023
H -0.8416 -0.0772 1.2351 0.17 0.63 0.36 0.0092
H -1.8106 1.6994 -0.9350 -0.51 0.70 -1.56 -0.0059
H -2.6591 2.1368 0.5863 -0.13 -0.72 -0.24 -0.0045
H -0.9807 2.5750 0.4010 -0.85 -2.24 -0.57 -0.0050
H -2.2345 -0.4351 0.2818 -0.22 0.40 -0.06 -0.0264
```
Forces are in eV/Å.



Record 5
C5H10O2 | ωB97M-V/def2-TZVPD

The energy comes out at -9439.563 eV. Its SMILES is CC(C)=CO.C=O. Its HOMO-LUMO gap is 8.80 eV. The spin multiplicity is 1.

```
17
Properties=species:S:1:pos:R:3:forces:R:3:lowdin_charge:R:1
O -0.2390 -2.1055 -0.6694 -1.88 1.13 -1.89 0.0348
O -1.9526 0.5994 0.3323 1.40 0.67 0.79 0.0028
C 0.8697 0.0530 -0.1206 -0.95 -0.18 1.24 -0.3725
C 1.1238 1.3563 -0.7514 0.52 1.55 -1.98 -0.1046
C -2.8696 -0.1319 0.1602 -0.70 -0.02 0.30 -0.1354
C 1.4170 -0.0879 1.2845 1.10 -0.41 -0.09 -0.0583
C 0.0827 -0.7844 -0.7919 1.97 -0.65 1.13 -0.2034
H -0.3036 -0.3752 -1.6659 -0.79 0.07 -1.64 0.0979
H 2.2246 1.5556 -0.8219 -0.81 -0.13 -0.15 0.0935
H 0.6922 2.2331 -0.3185 -0.18 0.45 1.55 0.0616
H 0.6397 1.5547 -1.7515 0.84 -1.11 0.43 0.0960
H 1.0833 -1.0335 1.7556 0.43 0.40 -0.21 0.0717
H 0.0909 -2.6810 -0.0274 1.31 -0.45 1.94 0.0676
H -2.9624 -1.1111 0.6808 -0.09 0.19 -0.36 0.0946
H 1.2059 0.7324 2.0212 -0.27 -0.47 -1.06 0.0903
H -3.6397 0.2862 -0.4741 -1.05 -0.68 -0.53 0.0761
H 2.5371 -0.0604 1.1581 -0.85 -0.36 0.53 0.0873
```
Forces are in eV/Å.



Record 6
C4H5NO5S | ωB97M-V/def2-TZVPD

The energy comes out at -26784.576 eV. Its HOMO-LUMO gap is 9.76 eV. The spin multiplicity is 1.

```
16
Properties=species:S:1:pos:R:3:forces:R:3:lowdin_charge:R:1
S 0.4461 -0.9692 0.1138 -1.20 -0.30 -1.78 0.9050
O 1.6874 0.6360 -0.2536 1.37 0.65 -0.97 -0.1424
O 1.7490 1.2328 -2.3979 0.32 0.50 -0.53 0.1166
O 1.4393 -1.8965 0.5889 -0.55 0.03 -0.25 -0.2809
O -1.0646 -1.7721 -0.0769 1.56 2.31 -0.30 -0.1965
O -1.7254 1.5637 -1.1593 -0.57 0.37 -0.65 0.2151
N 1.3275 0.5463 -1.5215 -0.42 -0.67 1.44 -0.4205
C 0.3863 -0.4047 -1.5415 0.01 -0.93 0.84 -0.1498
C 0.0872 0.1582 1.4564 -1.72 0.79 -0.30 -0.2142
C -0.9874 1.2220 1.1812 1.11 -1.91 -2.93 -0.0586
C -1.4180 1.3965 -0.0686 0.80 -0.07 1.32 -0.2078
H -0.0726 -0.8321 -2.4161 -0.17 0.00 0.22 0.1190
H -1.1244 -2.6364 0.2836 0.37 -1.36 0.85 0.0545
H -1.5994 1.6481 1.8780 -1.17 0.91 2.12 0.0767
H -0.1411 -0.5138 2.2497 -0.70 -0.54 0.74 0.0987
H 1.0103 0.6214 1.6840 0.94 0.23 0.18 0.0850
```
Forces are in eV/Å.



Short version: ΔE to the lowest compared entry with this formula, charge and spin = 0.0 205.7 293.3 0.0 335.8 286.7 kJ/mol, in the order given.